Entry a
Density functional theory data (ωB97M-V with the def2-TZVPD basis set) for a gas-phase ion, C5H9N2S (charge +1).

Element x y z (Å)
C (-1.03, -1.72, -0.09)
C (-1.16, -0.36, -0.10)
C (1.00, -0.76, 0.08)
C (-2.51, 0.32, 0.00)
C (2.55, 1.36, -0.02)
N (0.06, 0.24, 0.04)
N (0.34, -1.94, 0.03)
S (2.76, -0.43, -0.03)
H (-1.83, -2.49, -0.23)
H (-2.59, 0.97, 1.00)
H (-2.78, 1.17, -0.64)
H (-3.41, -0.30, -0.11)
H (3.53, 1.94, -0.13)
H (2.26, 1.79, 0.87)
H (1.96, 1.80, -0.75)
H (0.09, 1.21, -0.14)
H (0.75, -2.82, 0.19)

The frontier orbital gap is 9.75 eV. The total charge is +1.

Atomic partial charges in e from the Löwdin method, atoms 1 to 2:
1 C 0.010
2 C -0.271



Entry b
Density functional theory data (ωB97M-V with the def2-TZVPD basis set) for 2 unconnected molecules or ions with the total composition C5H9N2S.

Element x y z (Å)
C (-1.73, -0.38, 0.86)
C (-0.83, -1.11, 0.16)
C (1.81, -0.05, -0.16)
C (-1.72, 1.00, 0.35)
C (-0.27, -0.29, -0.93)
N (2.16, -1.28, 0.11)
N (-1.08, 0.82, -0.96)
S (2.87, 1.20, 0.11)
H (-2.20, -0.46, 1.80)
H (-0.51, -2.16, 0.42)
H (-2.81, 1.39, 0.21)
H (-1.31, 1.51, 1.16)
H (-0.07, -0.81, -1.89)
H (1.44, -1.89, -0.03)
H (2.95, -1.51, 0.81)
H (-1.09, 1.63, -1.59)
H (2.40, 2.37, -0.43)

The frontier orbital gap is 9.12 eV. The total charge is +1.

Atomic partial charges in e from the Löwdin method, atoms 1 to 2:
1 C -0.022
2 C -0.077



Entry c
Density functional theory data (ωB97M-V with the def2-TZVPD basis set) for 2 unconnected molecules or ions with the total composition C5H9N2S.

Element x y z (Å)
C (-1.82, 0.32, 0.70)
C (-1.27, 1.37, 1.48)
C (-1.18, -0.27, -0.31)
C (-0.09, 1.89, 1.08)
C (1.63, -1.34, -1.12)
N (-0.03, 0.11, -0.91)
N (1.46, -2.33, -0.29)
S (0.76, 1.51, -0.37)
H (-2.84, -0.03, 0.94)
H (-1.69, 1.60, 2.43)
H (-1.64, -0.94, -1.02)
H (0.36, 2.73, 1.61)
H (2.28, -0.51, -0.86)
H (1.20, -1.42, -2.14)
H (0.88, -3.11, -0.66)
H (1.62, -2.19, 0.67)
H (0.37, 2.61, -1.23)

The frontier orbital gap is 7.78 eV. The total charge is +1.

Atomic partial charges in e from the Löwdin method, atoms 1 to 2:
1 C -0.116
2 C -0.099



Relative to the most stable one, in hartree, the structures come out at entry a 0.0000; entry b 0.1034; entry c 0.1215.



Entry a
Density functional theory data (ωB97M-V with the def2-TZVPD basis set) for a single C3H5IO molecule.

Element x y z (Å)
C (-1.77, -1.34, 0.70)
C (-0.69, -0.76, 0.25)
C (1.85, 1.64, -0.28)
O (1.96, 2.37, -1.38)
I (-0.61, 1.47, 0.16)
H (-2.60, -0.73, 0.68)
H (-1.68, -2.48, 0.76)
H (0.22, -1.13, 0.01)
H (2.35, 2.37, 0.54)
H (1.74, 1.91, -2.22)

The frontier orbital gap is 7.80 eV. The total charge is 0.

Atomic partial charges in e from the Löwdin method, atoms 1 to 2:
1 C -0.121
2 C -0.477



Entry b
Density functional theory data (ωB97M-V with the def2-TZVPD basis set) for 2 unconnected molecules or ions with the total composition C3H5IO.

Element x y z (Å)
C (1.12, 0.39, 0.11)
C (1.17, -0.87, -0.36)
C (-0.03, -1.79, -0.34)
O (-1.10, -1.51, 0.19)
H (1.93, 1.02, 0.08)
H (0.39, 0.91, 0.65)
H (2.13, -1.32, -0.52)
H (0.08, -2.63, -0.99)
I (5.99, 0.17, -0.03)
H (5.19, 1.16, -1.01)

Its SMILES is C=CC=O.I. The frontier orbital gap is 9.98 eV. The total charge is 0.

Atomic partial charges in e from the Löwdin method, atoms 1 to 2:
1 C 0.059
2 C -0.105



Relative to the most stable one, in hartree, the structures come out at entry a 0.1253; entry b 0.0000.



Entry a
Density functional theory data (ωB97M-V with the def2-TZVPD basis set) for a single C3H5IO molecule.

Element x y z (Å)
O (-0.03, -2.03, 0.44)
C (-0.01, -0.59, 0.63)
C (0.29, 0.15, -0.61)
C (0.30, 1.44, -0.96)
I (-0.13, 2.91, 0.52)
H (-0.89, -2.37, 0.83)
H (0.71, -0.29, 1.42)
H (-1.14, -0.42, 1.01)
H (0.41, -0.66, -1.26)
H (0.51, 1.86, -2.01)

Its SMILES is OC/C=C\I. The frontier orbital gap is 9.60 eV. The total charge is 0.

Atomic partial charges in e from the Löwdin method, atoms 1 to 2:
1 O -0.116
2 C -0.302



Entry b
Density functional theory data (ωB97M-V with the def2-TZVPD basis set) for a single C3H5IO molecule.

Element x y z (Å)
C (-1.48, -0.07, -0.87)
C (-0.30, -0.47, -0.44)
I (0.65, -2.18, -1.06)
C (0.73, 0.67, 0.49)
O (1.13, 0.27, 1.68)
H (-2.06, -0.74, -1.52)
H (-1.96, 0.71, -0.34)
H (-0.12, 1.30, 0.63)
H (1.42, 0.80, -0.30)
H (1.98, -0.28, 1.72)

Its SMILES is C=C(I)CO. The frontier orbital gap is 9.70 eV. The total charge is 0.

Atomic partial charges in e from the Löwdin method, atoms 1 to 2:
1 C -0.114
2 C -0.784



Relative to the most stable one, in hartree, the structures come out at entry a 0.0000; entry b 0.0172.



Entry a
Density functional theory data (ωB97M-V with the def2-TZVPD basis set) for a molecular structure, C5H9NS.

Element x y z (Å)
C (-1.11, 0.84, -1.73)
C (-0.53, 0.58, -0.54)
C (0.14, 0.14, 1.83)
C (0.29, -1.56, -0.06)
C (-0.46, -0.41, 0.53)
N (1.07, 1.24, -1.21)
S (0.09, 1.70, -2.57)
H (-2.04, 0.53, -2.01)
H (1.02, 0.78, 1.71)
H (0.60, -0.57, 2.57)
H (-0.64, 0.83, 2.37)
H (0.02, -1.63, -1.19)
H (0.20, -2.56, 0.54)
H (1.38, -1.26, -0.31)
H (-1.46, -0.63, 0.62)
H (1.44, 2.01, -0.53)

As for the expectation value of S²: 2.03. The frontier orbital gap (spin up / spin down) is 5.92 / 7.38 eV. Its spin multiplicity is 3. The total charge is 0.

Atomic partial charges in e from the Löwdin method, atoms 1 to 2:
1 C -0.438
2 C -0.210



Entry b
Density functional theory data (ωB97M-V with the def2-TZVPD basis set) for a molecular structure, C5H9NS.

Element x y z (Å)
C (-2.13, 0.32, 0.89)
C (-0.92, -0.02, 0.08)
C (1.05, 1.29, -0.67)
C (1.41, -1.09, 0.42)
C (0.47, 0.21, 0.36)
N (-1.59, -0.56, -0.98)
S (-3.17, -0.50, -0.34)
H (-2.23, 0.81, 1.88)
H (1.40, 2.12, 0.01)
H (0.15, 1.53, -1.29)
H (1.87, 0.80, -1.20)
H (1.22, -1.49, 1.43)
H (2.38, -0.92, -0.07)
H (0.93, -1.82, -0.33)
H (0.46, 0.53, 1.46)
H (-1.32, -1.23, -1.64)

As for the expectation value of S²: 2.01. The frontier orbital gap (spin up / spin down) is 5.45 / 6.74 eV. Its spin multiplicity is 3. The total charge is 0.

Atomic partial charges in e from the Löwdin method, atoms 1 to 2:
1 C -0.252
2 C -0.424



Relative to the most stable one, in hartree, the structures come out at entry a 0.0364; entry b 0.0000.